# 1
ORCA calculation (ωB97M-V/def2-TZVPD) on the molecule CH5NO2S at a distorted geometry.

Relative energy (zero: lowest compared OMol25 entry of this formula, charge and spin) (eV): 3.131
E_LUMO (eV): 0.81

Cartesian coordinates (Å):
C (1.740, 0.025, -0.088)
N (-1.959, -0.868, -0.424)
O (-1.172, 1.288, 0.392)
O (0.440, -0.226, -0.535)
S (-0.788, -0.284, 0.517)
H (1.943, -0.625, 0.818)
H (1.583, 1.091, 0.182)
H (2.450, -0.093, -0.812)
H (-2.167, -1.787, -0.185)
H (-2.070, 1.479, 0.136)

=====

# 2
ORCA calculation (ωB97M-V/def2-TZVPD) on a cluster of 2 separate species, C5H14 in total at a distorted geometry.

Relative energy (zero: lowest compared OMol25 entry of this formula, charge and spin) (eV): 0.349
Spin multiplicity: 2
E_LUMO (alpha / beta) (eV): 4.19 / 4.14
⟨S²⟩: 0.750
Total charge: -1

Cartesian coordinates (Å):
C (1.245, 0.544, 1.232)
C (2.109, 1.068, 2.372)
H (1.568, -0.414, 0.813)
H (0.177, 0.390, 1.504)
H (1.187, 1.272, 0.429)
H (2.265, 0.316, 3.146)
H (1.792, 2.008, 2.812)
H (3.108, 1.288, 1.954)
C (-1.855, -0.659, -1.162)
C (-1.053, 0.654, -1.312)
C (-1.019, -1.897, -1.317)
H (-2.275, -0.519, -0.146)
H (-2.656, -0.550, -1.886)
H (-0.639, 0.743, -2.340)
H (-0.147, 0.716, -0.707)
H (-0.015, -1.690, -0.954)
H (-1.377, -2.819, -0.864)
H (-1.566, 1.615, -1.180)
H (-0.851, -2.066, -2.393)

=====

# 3
ORCA calculation (ωB97M-V/def2-TZVPD) on a structure of composition C45H43N7O2PSW.

Relative energy (zero: lowest compared OMol25 entry of this formula, charge and spin) (eV): 0.000
Spin multiplicity: 2
E_LUMO (alpha / beta) (eV): -4.54 / -5.15
⟨S²⟩: 0.754
Total charge: +2

Cartesian coordinates (Å):
W (-0.061, 0.215, -0.922)
C (-1.957, 1.463, -3.369)
N (-0.950, 0.406, -3.134)
C (-1.209, -0.901, -3.784)
C (-1.138, -1.993, -2.768)
N (-0.833, -1.795, -1.505)
C (-0.902, -3.047, -0.886)
C (-0.669, -3.428, 0.433)
C (-0.814, -4.764, 0.743)
C (-1.189, -5.708, -0.226)
C (-1.424, -5.343, -1.535)
C (-1.271, -3.996, -1.840)
N (-1.415, -3.286, -3.024)
C (-2.131, 2.218, -2.094)
N (-1.532, 1.872, -0.979)
C (-1.887, 2.842, -0.034)
C (-1.488, 3.022, 1.288)
C (-2.010, 4.100, 1.973)
C (-2.908, 4.992, 1.365)
C (-3.292, 4.839, 0.049)
C (-2.757, 3.752, -0.633)
N (-2.886, 3.323, -1.947)
H (-2.905, 1.031, -3.687)
H (-1.630, 2.140, -4.161)
H (-0.075, 0.749, -3.513)
H (-0.476, -1.080, -4.569)
H (-2.196, -0.902, -4.251)
H (-0.371, -2.703, 1.177)
H (-0.633, -5.096, 1.757)
H (-1.295, -6.745, 0.062)
H (-1.709, -6.069, -2.285)
H (-1.663, -3.670, -3.921)
H (-0.777, 2.354, 1.754)
H (-1.716, 4.271, 3.000)
H (-3.297, 5.823, 1.937)
H (-3.970, 5.533, -0.429)
H (-3.425, 3.775, -2.667)
C (-3.788, -0.675, -1.751)
C (-4.009, -0.212, -0.322)
C (-5.431, -0.629, 0.084)
C (-2.999, -0.818, 0.661)
C (-3.541, -0.674, 2.071)
O (-2.368, -0.600, 2.877)
C (-1.376, -0.188, 2.084)
N (-1.593, -0.239, 0.808)
C (-0.239, 0.263, 2.922)
C (-0.573, 0.714, 4.208)
C (0.405, 1.052, 5.118)
C (1.745, 0.903, 4.779)
C (2.082, 0.476, 3.510)
C (1.103, 0.184, 2.560)
P (1.609, -0.255, 0.861)
C (3.070, 0.865, 0.767)
C (4.386, 0.438, 0.659)
C (5.429, 1.357, 0.742)
C (5.163, 2.700, 0.950)
C (3.845, 3.138, 1.050)
C (2.808, 2.228, 0.950)
C (2.291, -1.935, 1.103)
C (3.157, -2.519, 0.178)
C (3.641, -3.804, 0.377)
C (3.268, -4.527, 1.501)
C (2.421, -3.951, 2.435)
C (1.940, -2.664, 2.243)
H (-4.517, -0.220, -2.426)
H (-3.903, -1.761, -1.817)
H (-2.786, -0.422, -2.060)
H (-3.938, 0.879, -0.259)
H (-5.513, -1.718, 0.141)
H (-6.135, -0.288, -0.675)
H (-5.755, -0.207, 1.034)
H (-2.866, -1.877, 0.415)
H (-4.156, -1.502, 2.407)
H (-4.082, 0.268, 2.195)
H (-1.612, 0.793, 4.491)
H (0.125, 1.409, 6.100)
H (2.521, 1.126, 5.499)
H (3.126, 0.377, 3.240)
H (4.610, -0.615, 0.538)
H (6.453, 1.013, 0.669)
H (5.977, 3.407, 1.042)
H (3.629, 4.185, 1.218)
H (1.782, 2.568, 1.039)
H (3.466, -1.976, -0.702)
H (4.318, -4.238, -0.346)
H (3.649, -5.528, 1.655)
H (2.136, -4.497, 3.325)
H (1.286, -2.237, 2.991)
O (0.928, 1.947, -1.618)
N (2.206, 1.891, -2.059)
C (2.881, 3.052, -2.128)
C (4.154, 3.085, -2.630)
C (4.734, 1.898, -3.072)
C (4.023, 0.721, -2.984)
C (2.734, 0.716, -2.455)
S (1.740, -0.694, -2.336)
H (2.342, 3.914, -1.765)
H (4.684, 4.025, -2.672)
H (5.736, 1.900, -3.479)
H (4.440, -0.220, -3.315)

=====

# 4
ORCA calculation (ωB97M-V/def2-TZVPD) on the molecule C17H14BrN3O4S at a distorted geometry.

E_LUMO (eV): -0.67
SMILES string: CCOC(=O)c1sc(C)c2c(=O)n(CC(=O)c3ccc(Br)cc3)nnc12

Cartesian coordinates (Å):
C (-6.082, -4.135, 0.116)
C (-6.658, -2.746, 0.317)
O (-5.605, -1.800, 0.134)
C (-5.926, -0.522, 0.305)
O (-7.030, -0.122, 0.596)
C (-4.785, 0.370, 0.101)
S (-5.043, 2.067, 0.291)
C (-3.398, 2.442, -0.073)
C (-2.898, 3.836, -0.084)
C (-2.684, 1.295, -0.331)
C (-1.278, 1.162, -0.668)
O (-0.459, 2.041, -0.836)
N (-0.922, -0.182, -0.829)
C (0.474, -0.473, -1.040)
C (1.249, -0.214, 0.256)
O (0.670, 0.010, 1.290)
C (2.725, -0.246, 0.159)
C (3.451, 0.220, 1.257)
C (4.831, 0.228, 1.245)
C (5.493, -0.245, 0.123)
Br (7.392, -0.246, 0.088)
C (4.795, -0.721, -0.977)
C (3.413, -0.718, -0.959)
N (-1.726, -1.240, -0.711)
N (-2.931, -1.136, -0.443)
C (-3.470, 0.102, -0.230)
H (-6.863, -4.878, 0.248)
H (-5.288, -4.314, 0.835)
H (-5.667, -4.222, -0.883)
H (-7.456, -2.533, -0.404)
H (-7.074, -2.625, 1.325)
H (-1.838, 3.837, -0.327)
H (-3.045, 4.301, 0.891)
H (-3.438, 4.430, -0.819)
H (0.554, -1.525, -1.321)
H (0.861, 0.175, -1.831)
H (2.907, 0.580, 2.117)
H (5.389, 0.594, 2.093)
H (5.330, -1.089, -1.838)
H (2.883, -1.098, -1.817)